Molecular formula: C29H31N5O7PbS
Method: DFT, ωB97M-V with the def2-TZVPD basis set

Output
Multiplicity   1
Strongest force on any atom   2.4 eV Å⁻¹
HOMO level   -2.5 eV
Orbital gap   6.160 eV
LUMO level   3.69 eV
Net charge   -2

Each line ends with the Mulliken charge.
Atoms and positions in Å:
Pb 0.0391 0.0162 -0.3658  1.3075
C 4.8242 3.8334 3.7416  -0.7862
O 3.5906 4.3763 4.1176  -0.4640
C 2.4461 3.7416 3.6604  1.2591
C 1.2447 4.2835 4.1519  -1.0259
C 0.0510 3.7362 3.7669  -0.7278
C -0.0486 2.6268 2.9110  0.5582
C -1.3143 2.0564 2.5152  0.5980
C -2.6182 2.8070 2.8157  -1.4511
O -1.4435 0.9968 1.9073  -0.3065
C 1.1813 2.0160 2.4375  -0.5847
O 1.2634 0.9750 1.7476  -0.2485
C 2.4072 2.6664 2.8276  -0.4698
H 5.5758 4.3931 4.2990  0.2266
H 5.0130 3.9443 2.6685  0.3129
H 4.9005 2.7720 3.9988  0.3193
H 1.2928 5.1140 4.8381  0.3782
H -0.8449 4.1786 4.1822  0.1528
H -2.5331 3.6260 3.5206  0.3689
H -3.3497 2.0907 3.1844  0.2843
H -2.9837 3.1916 1.8645  0.2387
H 3.3013 2.2063 2.4365  0.3253
N -2.3240 -2.1104 1.4571  -0.8352
C -1.1829 -2.2521 2.3566  0.4764
C -0.5052 -3.6080 2.1545  -1.3062
C 0.4559 -3.6344 0.9605  0.6284
C 1.9231 -3.4037 1.3489  -0.9528
N 2.2882 -2.1156 1.9123  -0.5416
H -2.6391 -1.1471 1.5247  0.3298
H -2.0071 -2.2135 0.4889  0.3555
H -1.5735 -2.1930 3.3850  0.3397
H -0.4391 -1.4491 2.2434  -0.2059
H -1.3023 -4.3403 2.0065  0.4503
H 0.0431 -3.8922 3.0627  0.4250
H 0.1660 -2.8942 0.2140  -0.3875
H 0.3901 -4.6043 0.4642  0.3155
H 2.5305 -3.5357 0.4515  0.3741
H 2.2268 -4.1665 2.0827  0.4061
H 2.1120 -1.3748 1.2392  0.1252
H 1.7048 -1.8972 2.7143  0.3202
O -0.0521 -3.3355 -2.8376  -0.7736
S -0.1764 -1.9333 -2.4433  0.9824
O -0.5187 -1.0854 -3.5852  -0.6519
O -1.2273 -1.7868 -1.3560  -0.7606
O 1.1282 -1.4694 -1.8116  -0.7923
N -0.3297 7.8437 -7.6347  -0.6187
C -0.2804 6.9867 -6.8670  0.0587
C -0.2179 5.9642 -5.9034  0.6093
C 0.2578 6.2546 -4.6199  -0.9200
C 0.3152 5.2644 -3.6632  -0.0225
C -0.1136 3.9648 -3.9409  -1.4666
C -0.5812 3.6810 -5.2261  -0.0239
C -0.6277 4.6585 -6.1981  -0.9352
C -0.0655 2.9105 -2.9005  1.3768
C -1.2975 2.4484 -2.4279  -0.3306
C -2.5680 2.9846 -2.7879  -0.6368
C -3.5080 2.2487 -2.1137  -1.4135
C -2.7903 1.2922 -1.3663  -0.2915
N -1.4916 1.4282 -1.5315  0.8723
C 1.2056 2.4813 -2.5210  -0.0369
C 2.4403 2.9300 -3.0841  -0.6498
C 3.4321 2.2125 -2.4708  -1.3500
C 2.7806 1.3567 -1.5545  -0.3630
N 1.4768 1.5206 -1.5788  0.6130
H 0.5751 7.2641 -4.3951  0.4211
H 0.6847 5.4956 -2.6755  0.5082
H -0.8987 2.6745 -5.4524  0.6129
H -0.9853 4.4318 -7.1936  0.4295
H -2.7242 3.8208 -3.4453  0.5175
H -4.5755 2.3665 -2.1405  0.4402
H -3.1833 0.5266 -0.7227  0.5189
H 2.5486 3.6798 -3.8462  0.4842
H 4.4904 2.2807 -2.6466  0.4391
H 3.2298 0.6367 -0.8980  0.5712

Cartesian forces, eV/Å:
-0.01 -0.09 1.19
0.25 -0.13 -0.09
-0.66 -0.15 -0.11
0.03 0.10 0.13
-0.10 0.29 0.22
0.04 0.11 0.06
0.35 -0.30 -0.25
-0.62 0.01 0.11
0.18 -0.14 0.02
-0.18 0.19 0.11
0.16 0.10 0.31
0.14 0.08 0.07
0.57 0.06 0.02
0.04 -0.04 -0.06
-0.04 -0.02 0.00
-0.03 0.02 0.00
-0.03 0.13 0.07
-0.01 -0.01 -0.05
-0.03 0.08 0.00
-0.01 -0.08 -0.02
-0.04 0.06 -0.07
0.12 -0.04 -0.04
0.04 0.17 -0.25
0.03 -0.22 0.45
0.00 0.23 -0.09
0.23 -0.01 0.27
-0.09 -0.30 -0.16
-0.06 0.28 0.14
-0.04 0.03 -0.03
-0.08 -0.06 0.10
0.14 0.06 -0.13
-0.11 -0.02 0.05
-0.02 -0.06 0.08
-0.05 0.00 0.01
-0.05 -0.12 -0.04
0.06 -0.02 -0.12
0.05 -0.13 0.01
-0.03 -0.05 -0.17
0.03 0.01 0.15
0.04 0.07 -0.08
0.02 0.14 0.37
-0.15 -1.71 -1.65
0.08 0.38 0.36
0.13 0.17 -0.29
-0.27 0.13 -0.04
0.00 -0.07 0.01
-0.06 0.84 -0.81
0.09 -1.02 1.00
-0.07 0.13 -0.35
-0.08 -0.21 0.17
0.01 0.42 -0.36
0.07 -0.14 0.22
0.01 0.38 -0.13
0.06 -0.40 0.35
-0.09 0.50 -0.26
0.14 0.04 -0.07
-0.24 0.10 -0.07
0.09 0.08 0.10
0.17 -0.08 -0.15
0.07 0.41 -0.35
-0.12 0.02 -0.04
0.16 0.15 -0.08
-0.12 0.06 0.03
-0.07 0.08 0.00
0.02 0.00 0.05
0.03 -0.03 0.11
-0.04 -0.12 0.01
-0.01 -0.05 0.00
-0.11 0.08 -0.11
-0.18 0.00 -0.01
-0.06 -0.20 0.14
0.05 0.07 -0.14
0.15 -0.02 -0.01
0.11 -0.23 0.20